ORCA calculation (ωB97M-V/def2-TZVPD) on a structure of composition C3H4N2O3S.

Cartesian coordinates (Å):
C1 2.71820 1.13683 -0.37084
C2 -2.39543 2.46923 -0.90901
C3 -0.24294 -1.39591 0.61941
N1 -2.87415 3.35848 -0.24706
N2 -0.09749 -0.29750 0.19678
O1 3.45554 0.26786 -0.24163
O2 -1.88423 1.63542 -1.48235
O3 -0.04989 -2.50051 0.98271
S1 1.88765 2.45600 -0.36301
H1 -3.43551 4.10510 -0.46109
H2 -0.47472 0.52930 -0.27869
H3 1.97759 -5.74597 1.54195
H4 1.41540 -6.01833 1.01283

Results
LUMO level = 0.33 eV
energy relative to the best compared isomer or geometry (same formula, charge and spin) = 16.2 kcal per mole
electronic energy = -23132.8621 eV
HOMO level = -10.645 eV
gap between HOMO and LUMO = 10.971 eV
strongest force on any atom = 4.5 eV/A